1.
# BaH12O6

BaH12O6 as an isolated structure in a non-equilibrium geometry (ωB97M-V/def2-TZVPD, the Open Molecules 2025 dataset).

Calculated values
Charge = +2
Orbital gap = 0.45338 hartree
HOMO = -19.079 eV
Energy relative to the best compared isomer or geometry (same formula, charge and spin) = 14.78 kcal per mole
Maximum force = 2.510 eV/A
E_tot = -13161.8922 eV

Atoms and positions in Å:
Ba -17.5330 -1.9240 -12.1590
O -18.4370 0.7880 -12.3210
H -19.2110 1.2780 -12.1110
H -17.7340 1.0420 -11.7230
O -16.4880 -3.0760 -14.5300
H -15.5880 -2.9670 -14.8010
H -16.9530 -3.3240 -15.3210
O -15.8250 0.1220 -10.9880
H -16.0050 0.2560 -10.0750
H -15.5940 0.9980 -11.3600
O -18.9470 -3.3670 -10.1760
H -19.7460 -3.0980 -9.7930
H -18.7920 -4.2070 -9.6990
O -16.0070 -2.7200 -9.8860
H -16.5070 -2.9680 -9.0800
H -15.2120 -3.2670 -9.9480
O -16.1910 -0.2120 -14.1930
H -16.2380 -0.7240 -14.9600
H -15.8750 0.6650 -14.4550

=====

2.
# C6H8N

An isolated ion of composition C6H8N and charge +1 in a non-equilibrium geometry (ωB97M-V/def2-TZVPD, the Open Molecules 2025 dataset).

Calculated values
Charge = +1
Orbital gap = 0.33128 hartree
HOMO = -14.194 eV
Energy relative to the best compared isomer or geometry (same formula, charge and spin) = 94.70 kcal per mole
Maximum force = 5.712 eV/A
E_tot = -7831.5816 eV

Atoms and positions in Å:
C 0.9081 1.3273 -0.2488
C 1.9277 0.7336 0.4122
C 2.0540 -0.6672 0.1128
C 0.9321 -1.4089 -0.1483
C -0.2928 -0.7222 0.0130
N -1.4346 -0.5670 0.2537
C -2.6778 0.0101 0.0550
H 0.2291 0.9422 -1.0351
H 0.7169 2.4808 -0.1972
H 2.6279 1.1763 0.9519
H 2.9493 -1.2281 0.1301
H 1.0513 -2.4232 -0.3898
H -2.5045 1.0686 0.0136
H -3.2469 -0.3735 0.8767
H -3.2398 -0.3488 -0.7999

=====

3.
# C20H24N7PRu

C20H24N7PRu as an isolated structure in a non-equilibrium geometry (ωB97M-V/def2-TZVPD, the Open Molecules 2025 dataset).

Calculated values
Charge = +2
Orbital gap (spin up / spin down) = 0.22776 / 0.24562 hartree
⟨S²⟩ = 6.069
2S+1 = 5
HOMO (spin up / spin down) = -12.911 / -14.402 eV
Energy relative to the best compared isomer or geometry (same formula, charge and spin) = 12.45 kcal per mole
Maximum force = 1.609 eV/A
E_tot = -43415.2200 eV

Atoms and positions in Å:
Ru 0.1377 -0.0657 0.6024
C -1.4870 2.5770 -4.0733
N -1.3875 2.3994 -2.6492
C -1.8624 3.2347 -1.6953
C -1.5284 2.6818 -0.4851
N -0.8571 1.5260 -0.7006
C -0.7822 1.3677 -2.0235
P -0.0101 0.0035 -2.9717
C 1.5670 -0.0023 -2.0399
N 1.7325 -0.0122 -0.7150
C 3.0706 -0.0021 -0.4892
C 3.7231 0.0118 -1.6936
N 2.7679 0.0114 -2.6532
C 2.9722 0.0215 -4.0760
C -0.7801 -1.3693 -2.0301
N -0.8451 -1.5318 -0.7056
C -1.5274 -2.6842 -0.4872
C -1.8745 -3.2283 -1.6967
N -1.3990 -2.3932 -2.6518
C -1.5089 -2.5663 -4.0759
H -2.0175 3.5034 -4.2840
H -2.0297 1.7444 -4.5254
H -0.4908 2.6291 -4.5173
H -2.3867 4.1368 -1.9324
H -1.7292 3.0410 0.5053
H 3.4704 -0.0036 0.5096
H 4.7697 0.0199 -1.9250
H 4.0403 0.0289 -4.2825
H 2.5130 0.9085 -4.5167
H 2.5234 -0.8655 -4.5276
H -1.7273 -3.0453 0.5043
H -2.4074 -4.1261 -1.9337
H -2.0466 -3.4887 -4.2864
H -0.5158 -2.6231 -4.5258
H -2.0486 -1.7288 -4.5221
C 2.5031 -0.0081 3.6515
C 1.2488 -0.0128 4.4539
C 1.2096 -0.0085 5.8216
C -0.0006 -0.0085 6.5200
C -1.2129 -0.0077 5.8289
C -1.2550 0.0002 4.4595
C -2.5102 -0.0076 3.6619
C -0.0049 -0.0012 3.7142
N 0.0044 0.0158 2.4375
H 3.3774 -0.0083 4.2954
H 2.5292 0.8807 3.0130
H 2.5295 -0.8948 3.0103
H 2.1371 -0.0051 6.3774
H 0.0035 -0.0085 7.5967
H -2.1377 -0.0110 6.3890
H -3.3840 -0.0081 4.3058
H -2.5387 -0.8908 3.0186
H -2.5394 0.8730 3.0151

=====

4.
# C9H25BaO7

C9H25BaO7 as an isolated structure in a non-equilibrium geometry (ωB97M-V/def2-TZVPD, the Open Molecules 2025 dataset).

Calculated values
Charge = +2
Orbital gap (spin up / spin down) = 0.20594 / 0.11463 hartree
⟨S²⟩ = 0.756
2S+1 = 2
HOMO (spin up / spin down) = -13.747 / -13.747 eV
Maximum force = 3.601 eV/A
E_tot = -24745.4488 eV

Atoms and positions in Å:
Ba 0.5022 -3.3140 -4.3168
O 0.3192 0.7350 -1.5016
C -0.3385 -0.4186 -1.4784
O -0.3750 -1.1801 -2.4657
O -0.9823 -0.7870 -0.4549
H 0.1687 0.8541 -0.5610
C -3.2613 -2.6925 3.4184
C -2.7016 -2.5738 1.9527
O -3.8529 -2.3598 1.0963
H -2.4404 -2.8838 4.1095
H -4.0160 -3.4543 3.6141
H -3.7060 -1.7278 3.6629
H -2.0503 -3.4085 1.6939
H -2.2806 -1.5688 1.9208
H -4.5858 -2.0727 1.6458
C -0.4947 0.2506 -6.6271
C 0.9386 -0.1382 -6.3182
O 1.1479 -0.8086 -5.0641
H -0.7731 1.0835 -5.9815
H -1.1638 -0.5095 -6.2238
H -0.7231 0.2949 -7.6919
H 1.5606 0.7563 -6.2866
H 1.4491 -0.8040 -7.0140
H 0.8991 -0.2314 -4.3384
C 1.7584 -1.5673 3.6186
C 1.9355 -0.2536 2.8022
O 2.0790 -0.6817 1.4597
H 2.6542 -2.1841 3.5455
H 0.8626 -2.1065 3.3106
H 1.6554 -1.2379 4.6525
H 2.7631 0.4262 3.0051
H 1.0043 0.3121 2.7719
H 1.2519 -0.9830 1.0767
C 1.4126 3.5182 1.1008
C 1.1979 3.8874 2.5323
O 1.3601 5.2668 2.4836
H 1.3762 2.4485 0.8949
H 2.3296 3.8993 0.6513
H 0.5927 3.8775 0.4788
H 1.8074 3.1910 3.1084
H 0.1717 3.6248 2.7892
H 0.5480 5.5216 2.9277

=====

5.
# C12H13F6InN4O6S2

C12H13F6InN4O6S2 as an isolated structure (ωB97M-V/def2-TZVPD, the Open Molecules 2025 dataset).

Calculated values
Charge = +1
Orbital gap (spin up / spin down) = 0.31698 / 0.27250 hartree
⟨S²⟩ = 0.752
2S+1 = 2
HOMO (spin up / spin down) = -11.947 / -12.808 eV
Energy relative to the best compared isomer or geometry (same formula, charge and spin) = 1.43 kcal per mole
Maximum force = 0.400 eV/A
E_tot = -74040.3844 eV

Atoms and positions in Å:
In -0.7050 0.5679 -1.2451
F 0.9342 -0.1820 4.2071
C -0.1784 0.0065 3.5219
F -1.1067 -0.8430 3.9089
F -0.6077 1.2542 3.7013
S 0.1846 -0.1901 1.7246
O 1.2581 0.7128 1.3986
O -1.0829 0.1426 1.0371
N 0.5388 -1.7125 1.6876
S 0.5585 -2.4831 0.3021
O 1.6909 -3.3338 0.1713
O 0.2859 -1.5783 -0.8246
C -0.9396 -3.5642 0.3938
F -0.8978 -4.2878 1.4963
F -0.9605 -4.3490 -0.6685
F -2.0229 -2.7929 0.4038
O -1.2779 2.5670 -0.7203
N -0.8114 3.1987 0.3653
C -1.6841 3.5175 1.3333
C -1.2674 4.2605 2.4141
C 0.0572 4.6635 2.4961
C 0.9359 4.3093 1.4843
C 0.4759 3.5751 0.4149
H -2.6905 3.1629 1.1731
H -1.9846 4.5161 3.1799
H 0.3996 5.2491 3.3376
H 1.9741 4.6056 1.5071
H 1.0776 3.2734 -0.4295
N 1.4439 1.0769 -1.6813
C 2.2872 0.2898 -1.4658
N 3.2568 -0.5108 -1.2245
C 3.6732 -1.5568 -2.1861
C 5.1764 -1.4417 -2.3776
O 5.8432 -1.5122 -1.1347
C 5.4910 -0.4380 -0.2903
C 4.0102 -0.4854 0.0484
H 3.1320 -1.4158 -3.1198
H 3.4068 -2.5207 -1.7517
H 5.4209 -0.5005 -2.8871
H 5.5375 -2.2715 -2.9818
H 5.7368 0.5192 -0.7689
H 6.0819 -0.5380 0.6184
H 3.6885 0.3731 0.6325
H 3.7703 -1.4032 0.5892

=====

6.
# C3HBaO

C3HBaO as an isolated structure in a non-equilibrium geometry (ωB97M-V/def2-TZVPD, the Open Molecules 2025 dataset).

Calculated values
Charge = +1
Orbital gap (spin up / spin down) = 0.10841 / 0.10912 hartree
HOMO (spin up / spin down) = -8.757 / -8.789 eV
Maximum force = 2.233 eV/A
E_tot = -5854.6563 eV

Atoms and positions in Å:
O -1.1562 -0.6648 0.1864
C -0.1335 -0.0264 -0.1453
C 0.9662 0.2814 -0.7874
C 1.0026 1.5149 -0.1955
H 1.8737 1.7937 0.4184
Ba -2.5528 -2.8988 0.5233

=====

- The lowest E_tot belongs to which entry?
  C12H13F6InN4O6S2